A 16-piece molecular cluster, C42H122N6O25 overall at a distorted geometry. Source: the Open Molecules 2025 dataset; level of theory: ωB97M-V with the def2-TZVPD basis set.

Last column: Löwdin charge in e.
CARTESIAN COORDINATES (ANGSTROEM)
1 O 2.1752 -20.3614 19.2865  -0.0500
2 H 2.9060 -20.1304 18.7086  0.0208
3 H 2.2476 -19.6457 19.9247  0.0220
4 C -4.1848 -14.8285 11.7928  -0.0695
5 C -2.8459 -14.2214 11.9966  -0.4091
6 C -2.0094 -15.0285 13.0063  -0.1929
7 O -2.5249 -14.8363 14.3354  -0.1699
8 C -1.9493 -15.8291 15.1399  -0.1350
9 N -2.1497 -14.0632 10.6736  0.0529
10 H -4.6785 -15.0937 12.7129  0.0682
11 H -4.1206 -15.7625 11.2213  0.0773
12 H -4.9581 -14.2656 11.3018  0.0789
13 H -2.9685 -13.2336 12.4273  0.1381
14 H -0.9922 -14.7459 13.0369  0.1093
15 H -2.0907 -16.1237 12.7333  0.1208
16 H -0.8569 -15.9103 14.9844  0.0838
17 H -2.3166 -16.8504 15.0018  0.0711
18 H -2.1255 -15.5074 16.1814  0.0905
19 H -1.3454 -13.4432 10.7821  0.0739
20 H -1.8311 -14.9969 10.4750  0.0390
21 C -3.8407 -17.1463 21.4466  -0.0609
22 C -2.4357 -16.5571 21.3132  -0.4067
23 C -1.4566 -17.5890 21.9009  -0.2011
24 O -1.3664 -18.7357 21.0364  -0.2187
25 C -0.4287 -19.6298 21.5868  -0.0913
26 N -1.9614 -16.1787 19.9832  0.0490
27 H -4.1544 -17.3016 22.4814  0.0816
28 H -3.8166 -18.0758 20.8696  0.0702
29 H -4.5837 -16.4746 21.0500  0.0639
30 H -2.2895 -15.6668 21.9698  0.1518
31 H -1.8108 -17.9099 22.9113  0.1331
32 H -0.4965 -17.0971 22.0730  0.1150
33 H -0.3628 -20.4035 20.8553  0.0710
34 H -0.8249 -20.0760 22.4973  0.0912
35 H 0.5125 -19.0349 21.6954  0.1043
36 H -2.0366 -16.8798 19.2531  0.0686
37 H -2.5534 -15.3610 19.6931  0.1158
38 C -2.8201 -19.3701 17.3899  -0.0395
39 C -1.4113 -19.9822 17.3320  -0.3541
40 C -0.9414 -19.7959 15.8624  -0.1825
41 O -1.8497 -20.4689 14.9578  -0.1919
42 C -1.2095 -20.4632 13.6706  -0.0807
43 N -0.3560 -19.3796 18.1823  0.0714
44 H -3.4351 -19.8416 16.6233  0.0760
45 H -2.7706 -18.2890 17.2783  0.0667
46 H -3.2949 -19.5548 18.3453  0.0639
47 H -1.6089 -21.0654 17.5454  0.1469
48 H 0.1180 -20.0635 15.6999  0.1160
49 H -0.9620 -18.7016 15.6319  0.1146
50 H -1.0592 -19.4377 13.3339  0.0820
51 H -1.6842 -21.0906 12.9738  0.0586
52 H -0.1509 -20.7385 13.7200  0.0826
53 H -0.4473 -19.2599 19.1933  0.0535
54 H 0.4733 -19.9696 18.1024  0.0667
55 C -6.5140 -20.3508 20.1535  -0.0527
56 C -7.4162 -21.5517 19.8193  -0.4297
57 C -6.5756 -22.8199 19.6741  -0.2338
58 O -5.7795 -22.6819 18.5402  -0.1963
59 C -4.8483 -23.7218 18.5031  -0.1054
60 N -8.5305 -21.6121 20.7881  0.0284
61 H -6.1793 -20.5895 21.1687  0.0695
62 H -7.0428 -19.4218 20.2069  0.0725
63 H -5.7053 -20.3928 19.4254  0.0711
64 H -7.9021 -21.3308 18.8464  0.1453
65 H -7.3039 -23.6857 19.5983  0.1433
66 H -5.9288 -22.9764 20.5657  0.1197
67 H -4.4787 -23.9244 19.4986  0.0593
68 H -4.0165 -23.4245 17.8448  0.0987
69 H -5.3496 -24.6562 18.2037  0.0982
70 H -8.0747 -21.6995 21.6977  0.0624
71 H -9.1339 -22.4524 20.7647  0.0804
72 C -1.6993 -24.1569 20.7898  -0.0451
73 C -1.7934 -23.3296 22.0922  -0.4243
74 C -2.8110 -22.2345 21.9846  -0.2509
75 O -2.7255 -21.5545 23.1802  -0.2203
76 C -3.7177 -20.5519 23.4018  -0.0716
77 N -2.1523 -24.1763 23.2085  0.0821
78 H -2.3553 -25.0088 20.6699  0.0697
79 H -0.7457 -24.6408 20.7270  0.0517
80 H -1.8394 -23.5032 19.8921  0.0821
81 H -0.8129 -22.7838 22.1465  0.1200
82 H -3.8158 -22.6854 21.9593  0.1192
83 H -2.8297 -21.4893 21.1515  0.1382
84 H -3.5754 -19.7869 22.6190  0.0646
85 H -3.4870 -20.1178 24.3643  0.0861
86 H -4.7727 -20.9549 23.3952  0.1019
87 H -2.3388 -23.6122 24.0023  0.0605
88 H -1.4278 -24.7341 23.5693  0.0576
89 C 2.2844 -20.9031 10.2087  -0.0669
90 C 0.7817 -20.9926 10.2982  -0.4535
91 C 0.1054 -19.7217 9.8073  -0.2055
92 O 0.4843 -18.7352 10.7124  -0.2045
93 C -0.4791 -17.7258 10.8665  -0.1024
94 N 0.3230 -22.1693 9.6591  0.0485
95 H 2.8138 -21.8642 10.4853  0.1001
96 H 2.6980 -20.0594 10.8092  0.0702
97 H 2.6536 -20.6168 9.2227  0.0767
98 H 0.5191 -21.0019 11.3814  0.1437
99 H -0.9628 -19.8387 9.7046  0.1091
100 H 0.4712 -19.4096 8.7884  0.1477
101 H -1.3127 -18.2318 11.3405  0.0603
102 H -0.7023 -17.2520 9.8819  0.1118
103 H -0.2041 -16.9867 11.6172  0.0684
104 H 0.7858 -22.3330 8.7763  0.0957
105 H 0.4257 -23.0037 10.2227  0.0809
106 C 3.9720 -16.1344 21.8639  -0.2781
107 C 3.3797 -17.5045 21.9780  -0.2365
108 O 2.8580 -17.9739 20.7377  -0.1021
109 O 5.0976 -16.1467 21.0405  -0.0454
110 H 4.3019 -15.8517 22.9146  0.1431
111 H 3.1549 -15.4910 21.5659  0.1083
112 H 2.6073 -17.4996 22.7717  0.1196
113 H 4.1347 -18.1856 22.3672  0.1238
114 H 2.1105 -17.4429 20.4217  0.0281
115 H 4.7697 -16.4545 20.1820  0.0536
116 C 2.5002 -23.9829 22.6280  -0.2753
117 C 2.5638 -23.3901 21.2405  -0.2655
118 O 1.9171 -22.1608 21.3734  -0.0992
119 O 1.1790 -24.3483 22.8596  -0.0712
120 H 2.8345 -23.2818 23.4068  0.1236
121 H 3.1920 -24.8138 22.7477  0.1159
122 H 2.1090 -24.0541 20.4885  0.1269
123 H 3.6090 -23.2145 20.9085  0.1261
124 H 2.0055 -21.7112 20.4841  0.0638
125 H 0.7891 -23.5235 22.4915  0.0494
126 C 1.5050 -15.6352 18.6306  -0.1678
127 C 0.5836 -15.8586 17.4611  -0.2226
128 O 0.6859 -17.1390 16.8129  -0.1043
129 O 0.9906 -16.3684 19.7656  -0.1210
130 H 1.4970 -14.5749 18.8724  0.1270
131 H 2.4806 -16.0787 18.4285  0.1049
132 H 0.7465 -15.0416 16.7138  0.1350
133 H -0.4471 -15.7260 17.8022  0.0921
134 H 0.2658 -17.8497 17.3287  0.0297
135 H 0.0592 -16.1360 19.9700  0.0571
136 C -5.9600 -23.8956 14.5360  -0.1682
137 C -5.4546 -22.5256 15.0438  -0.2343
138 O -4.0473 -22.5188 15.0371  -0.0714
139 O -5.0990 -24.2305 13.3767  -0.1006
140 H -7.0333 -23.8222 14.2471  0.1258
141 H -5.8528 -24.6953 15.2794  0.1046
142 H -5.9062 -22.3858 16.0532  0.1075
143 H -5.8645 -21.7349 14.4172  0.1187
144 H -3.6615 -21.6728 14.7844  0.0653
145 H -4.2663 -23.9670 13.7451  0.0179
146 C -2.6398 -23.9305 11.5470  -0.2056
147 C -3.2617 -22.9569 10.5392  -0.2269
148 O -2.5476 -21.7854 10.4419  -0.1071
149 O -1.4272 -24.4190 10.9443  -0.0840
150 H -3.3180 -24.7396 11.8084  0.1075
151 H -2.4030 -23.4960 12.4992  0.1008
152 H -4.2612 -22.7021 10.8353  0.1174
153 H -3.2555 -23.4311 9.5525  0.1288
154 H -1.6541 -21.8713 10.0498  0.0568
155 H -1.2824 -25.3407 11.2070  0.0907
156 C -5.3948 -16.3091 16.5360  -0.2841
157 C -5.7849 -16.9520 17.8145  -0.2411
158 O -6.2705 -18.2303 17.4765  -0.0480
159 O -4.8708 -15.1103 16.9476  -0.0521
160 H -6.2914 -16.1644 15.9464  0.1302
161 H -4.6725 -16.8388 15.8803  0.1099
162 H -6.5058 -16.3342 18.2930  0.1196
163 H -4.9242 -17.0408 18.4810  0.1044
164 H -6.5079 -18.7678 18.2226  0.0357
165 H -4.5906 -14.5756 16.2019  0.0880
166 C 2.2014 -18.2534 13.5044  -0.2336
167 C 3.4312 -17.4030 13.2673  -0.2115
168 O 3.4515 -16.2518 14.1362  -0.0561
169 O 2.0435 -18.5273 14.8758  -0.0990
170 H 2.2577 -19.2428 13.0327  0.1177
171 H 1.3688 -17.7655 13.0531  0.0890
172 H 3.4510 -17.0188 12.2245  0.1288
173 H 4.3632 -18.0086 13.4336  0.1248
174 H 3.8909 -16.4519 14.9478  0.0521
175 H 1.7867 -17.6754 15.2994  0.0749
176 C -4.3273 -18.6797 11.8875  -0.2250
177 C -4.4973 -18.2537 13.3332  -0.2154
178 O -5.8080 -18.6013 13.9016  -0.0649
179 O -4.0199 -20.0809 11.8742  -0.0920
180 H -3.4844 -18.1573 11.3924  0.0943
181 H -5.2289 -18.4683 11.2708  0.1305
182 H -4.2923 -17.1977 13.3150  0.0747
183 H -3.7619 -18.7989 13.8604  0.0897
184 H -5.6093 -18.7060 14.8588  0.0646
185 H -3.3975 -20.3428 11.1619  0.0486
186 C 5.3967 -18.1642 17.8761  -0.2016
187 C 4.8469 -18.9959 16.7429  -0.2095
188 O 3.5580 -19.3858 17.1813  -0.0980
189 O 4.5112 -17.0542 18.0879  -0.0764
190 H 6.3854 -17.8370 17.6400  0.1181
191 H 5.4404 -18.7830 18.7757  0.1290
192 H 5.4731 -19.8584 16.5449  0.1238
193 H 4.8082 -18.4259 15.8240  0.1029
194 H 2.9545 -19.3595 16.3951  0.0949
195 H 3.7062 -17.5719 18.0724  0.0399

LUMO = 0.0152 Ha
Multiplicity = 1
Electronic energy = -105653.707 eV
Total charge = 0
Orbital gap = 9.646 eV
M = 1111.5 Da